{"formula": "C7H13NO2", "method": "ωB97M-V/def2-TZVPD", "elements": ["C", "C", "C", "C", "N", "C", "C", "C", "O", "O", "H", "H", "H", "H", "H", "H", "H", "H", "H", "H", "H", "H", "H"], "coordinates": [[0.38532, -1.12046, 0.32038], [1.86897, -0.95583, 0.17889], [-0.09930, -1.67248, 1.62865], [-2.47681, 0.11813, -0.00131], [-0.44067, -1.06256, -0.78327], [0.77017, 1.66576, -1.26207], [-0.99920, 0.10992, -0.26182], [-0.29829, 1.44831, -0.21419], [1.65264, 2.61997, -0.87469], [0.84238, 1.12688, -2.33726], [2.28685, 2.75061, -1.59657], [-0.10347, -1.15212, -1.73621], [2.16991, -0.91369, -0.86889], [0.41560, -2.61251, 1.86290], [2.20113, -0.01101, 0.63072], [2.40546, -1.76281, 0.68336], [0.11692, -0.98627, 2.45655], [-1.16750, -1.87342, 1.60647], [-2.93996, -0.78142, -0.41071], [-2.96134, 0.98820, -0.45263], [-2.72039, 0.13449, 1.06890], [0.13060, 1.70756, 0.76336], [-1.03904, 2.23476, -0.40052]], "forces_ev_per_a": [[-1.307, 0.981, 0.046], [-0.017, 0.692, -0.032], [0.065, -0.408, -0.086], [-0.073, -0.217, 0.381], [-0.231, -0.842, -0.809], [-0.085, 0.156, -0.088], [1.365, -0.391, 0.664], [0.247, 0.082, -0.214], [-0.007, -0.107, 0.013], [0.033, 0.009, 0.188], [-0.121, -0.080, -0.017], [0.123, 0.089, 0.159], [-0.044, -0.093, -0.004], [-0.005, -0.038, 0.035], [0.084, -0.076, 0.071], [-0.081, 0.022, 0.021], [-0.036, -0.029, -0.106], [-0.043, 0.061, -0.016], [0.118, 0.020, -0.021], [0.050, 0.084, 0.008], [-0.016, 0.079, -0.024], [-0.025, -0.042, -0.093], [0.006, 0.049, -0.078]], "relative_energy_ev": 2.977, "e_tot_ev": -13052.951, "orbital_gap_ev": 7.98, "e_homo_ev": -7.257}